# 1
{
  "formula": "C2HCl2NS",
  "method": "wB97M-V/def2-TZVPD",
  "fmax_ev_per_a": 1.4,
  "homo_energy_ev": [-10.3, -9.0],
  "e_above_lowest_kcal_mol": 61.5,
  "e_lumo_ev": [-1.6, -2.6],
  "elements": ["C", "C", "N", "S", "Cl", "Cl", "H"],
  "coordinates": [[-0.10255, -1.34055, 1.16641], [0.14882, 0.01973, 1.37521], [-0.31769, -2.46597, 1.26687], [-0.40642, 1.54107, -3.12357], [-1.20904, 1.07064, 1.54209], [1.68073, 0.64128, 1.50457], [0.20616, 0.53380, -3.73159]],
  "nbo_charge": [0.163, -0.182, -0.234, -0.092, 0.099, 0.153, 0.092]
}

***

# 2
{
  "formula": "C2HCl2O2",
  "method": "wB97M-V/def2-TZVPD",
  "fmax_ev_per_a": 1.9,
  "homo_energy_ev": -2.7,
  "e_above_lowest_kcal_mol": 23.1,
  "e_lumo_ev": 3.6,
  "charge": -1,
  "elements": ["C", "C", "O", "O", "Cl", "Cl", "H"],
  "coordinates": [[-0.56641, -0.17537, 1.81740], [0.19172, 0.32660, -0.94364], [-0.01852, -1.19736, 1.91686], [-1.01754, 0.88089, 1.80012], [-0.12089, -1.40176, -1.36885], [2.01047, 0.74109, -1.46143], [-0.47883, 0.82591, -1.76046]],
  "nbo_charge": [1.051, -0.592, -0.543, -0.527, -0.215, -0.301, 0.127]
}

***

# 3
{
  "formula": "C2HCl3O",
  "method": "wB97M-V/def2-TZVPD",
  "fmax_ev_per_a": 1.4,
  "homo_energy_ev": -9.4,
  "e_above_lowest_kcal_mol": 16.8,
  "e_lumo_ev": -0.6,
  "smiles": "O=C=C(Cl)Cl.Cl",
  "elements": ["O", "C", "C", "Cl", "Cl", "Cl", "H"],
  "coordinates": [[-0.99382, 1.28571, 0.76643], [-0.40603, 0.30616, 0.97330], [0.35085, -0.73492, 1.16990], [0.86087, -1.15833, 2.77520], [0.71289, -1.83155, -0.12631], [-0.44310, 1.10283, -3.38922], [-0.08166, 1.03010, -2.16930]],
  "nbo_charge": [-0.401, 0.665, -0.399, 0.068, 0.068, -0.259, 0.259]
}

***

# 4
{
  "formula": "C2HCl4NO3",
  "method": "wB97M-V/def2-TZVPD",
  "fmax_ev_per_a": 6.4,
  "s2": 2.0092,
  "homo_energy_ev": [-7.1, -10.7],
  "e_lumo_ev": [0.2, -3.8],
  "multiplicity": 3,
  "elements": ["C", "C", "N", "O", "O", "O", "Cl", "Cl", "Cl", "Cl", "H"],
  "coordinates": [[0.15091, 0.00405, -0.50826], [-1.11033, 0.56100, 0.08218], [0.88488, -1.00576, 0.74957], [0.17706, -1.89730, 1.11279], [1.91414, -0.62598, 1.18590], [0.96444, 1.00141, -0.75687], [-0.15050, -1.10870, -1.88529], [-0.80750, 1.20757, 1.62872], [-1.51494, 1.90114, -1.11128], [-2.33304, -0.66594, 0.41931], [1.82487, 0.62852, -0.91677]],
  "nbo_charge": [0.338, -0.192, 0.286, -0.140, -0.431, -0.630, 0.032, 0.101, 0.028, 0.090, 0.518]
}

***

# 5
{
  "formula": "C2HClF2O2",
  "method": "wB97M-V/def2-TZVPD",
  "fmax_ev_per_a": 5.8,
  "homo_energy_ev": [-11.1, -9.9],
  "e_above_lowest_kcal_mol": 83.6,
  "e_lumo_ev": [-1.5, -2.1],
  "elements": ["C", "C", "O", "O", "F", "F", "Cl", "H"],
  "coordinates": [[-3.55994, 0.51292, -0.44153], [0.01410, -0.38387, 1.29550], [-3.50314, 0.49212, -1.55271], [-3.47479, 0.60331, 0.69134], [0.57806, -1.28586, 2.13993], [-2.34631, -1.94290, 0.01685], [-0.50327, -0.96765, -0.15390], [-0.16163, 0.63322, 1.65158]],
  "nbo_charge": [1.033, 0.200, -0.501, -0.534, -0.286, -0.607, 0.481, 0.213]
}

***

# 6
{
  "formula": "C2HClF3O3S",
  "method": "wB97M-V/def2-TZVPD",
  "fmax_ev_per_a": 5.4,
  "s2": 2.0077,
  "homo_energy_ev": [-0.9, -6.5],
  "e_lumo_ev": [3.8, -0.6],
  "charge": -1,
  "multiplicity": 3,
  "elements": ["C", "C", "O", "O", "O", "F", "F", "F", "S", "Cl", "H"],
  "coordinates": [[0.33365, -0.63570, -1.23065], [-0.02351, 0.57957, -0.25942], [-0.55621, 1.39510, 2.18407], [1.03649, -0.54506, 1.83195], [-1.32230, -0.81887, 1.42998], [-0.65859, -1.22866, -1.85928], [1.24173, -0.30204, -2.21227], [0.86682, 1.55049, -0.13614], [-0.20745, 0.10441, 1.52691], [-1.64230, 1.36506, -0.69414], [0.93168, -1.46431, -0.58102]],
  "nbo_charge": [0.522, -0.097, -0.921, -0.908, -0.927, -0.323, -0.362, -0.323, 2.340, -0.120, 0.119]
}

***

# 7
{
  "formula": "C2HClFO2",
  "method": "wB97M-V/def2-TZVPD",
  "fmax_ev_per_a": 2.7,
  "homo_energy_ev": -3.4,
  "e_above_lowest_kcal_mol": 16.1,
  "e_lumo_ev": 4.0,
  "charge": -1,
  "elements": ["C", "C", "O", "O", "F", "Cl", "H"],
  "coordinates": [[1.31484, 0.16174, -0.28686], [-0.76150, 0.01265, 0.16958], [1.44915, -0.27052, -1.38265], [1.82827, 0.66428, 0.65598], [-0.97470, 0.06278, 1.54542], [-1.52141, -1.47931, -0.44175], [-1.33465, 0.84838, -0.25972]],
  "nbo_charge": [0.922, -0.107, -0.678, -0.676, -0.406, -0.173, 0.118]
}

***

# 8
{
  "formula": "C2HClN2",
  "method": "wB97M-V/def2-TZVPD",
  "fmax_ev_per_a": 5.2,
  "homo_energy_ev": -11.9,
  "e_above_lowest_kcal_mol": 85.5,
  "e_lumo_ev": -2.6,
  "elements": ["C", "C", "N", "N", "Cl", "H"],
  "coordinates": [[0.87814, -0.15769, 0.07062], [-1.74583, 0.47379, -0.10339], [-2.80712, 0.04024, -0.07676], [0.31042, 0.92137, 0.08229], [2.65631, 0.00435, -0.01015], [0.70810, -1.28206, 0.03739]],
  "nbo_charge": [0.038, 0.310, -0.419, -0.212, 0.019, 0.265]
}

***

# 9
{
  "formula": "C2HClN2O",
  "method": "wB97M-V/def2-TZVPD",
  "fmax_ev_per_a": 3.4,
  "homo_energy_ev": -11.1,
  "e_above_lowest_kcal_mol": 56.5,
  "e_lumo_ev": 0.2,
  "smiles": "Clc1cnon1",
  "elements": ["Cl", "C", "C", "N", "O", "N", "H"],
  "coordinates": [[1.94737, 0.00367, -0.01183], [0.23535, -0.00494, -0.01527], [-0.61744, 1.11519, 0.04903], [-1.89078, 0.62934, -0.03869], [-1.75745, -0.70574, -0.01910], [-0.44027, -1.09592, 0.05172], [-0.43567, 2.18818, 0.06015]],
  "nbo_charge": [0.071, 0.054, -0.114, -0.039, -0.121, -0.094, 0.244]
}

***

# 10
{
  "formula": "C2HClN2O",
  "method": "wB97M-V/def2-TZVPD",
  "fmax_ev_per_a": 2.2,
  "homo_energy_ev": -10.7,
  "e_above_lowest_kcal_mol": 27.0,
  "e_lumo_ev": 0.7,
  "elements": ["C", "C", "H", "N", "N", "O", "Cl"],
  "coordinates": [[-0.19361, -0.13222, 0.06935], [1.47815, -0.45035, -1.05486], [2.18671, -0.99007, -1.62826], [0.37542, -1.09775, -0.56404], [1.61307, 0.83143, -0.72314], [0.47567, 1.01079, 0.11203], [-1.62463, -0.10215, 0.92090]],
  "nbo_charge": [0.442, 0.146, 0.212, -0.489, -0.127, -0.294, 0.110]
}

***

# 11
{
  "formula": "C2HClNO2",
  "method": "wB97M-V/def2-TZVPD",
  "fmax_ev_per_a": 7.4,
  "homo_energy_ev": -3.7,
  "e_above_lowest_kcal_mol": 146.0,
  "e_lumo_ev": 3.5,
  "charge": -1,
  "elements": ["C", "C", "N", "O", "O", "Cl", "H"],
  "coordinates": [[0.21348, -0.25102, -0.22964], [0.36836, 0.05178, 1.25823], [-0.43705, 1.11115, -1.48030], [-0.85286, -0.10876, 1.55049], [1.32851, 0.25885, 1.96807], [-0.05597, -1.77884, -0.64132], [-0.56446, 0.71684, -2.42552]],
  "nbo_charge": [0.111, 0.671, -0.824, -0.647, -0.675, 0.093, 0.271]
}

***

# 12
{
  "formula": "C2HCoO3",
  "method": "wB97M-V/def2-TZVPD",
  "fmax_ev_per_a": 4.5,
  "s2": 3.7605,
  "homo_energy_ev": [-15.0, -15.0],
  "e_above_lowest_kcal_mol": 0.5,
  "e_lumo_ev": [-7.0, -8.3],
  "charge": 1,
  "multiplicity": 4,
  "elements": ["O", "C", "O", "C", "O", "Co", "H"],
  "coordinates": [[-0.54572, -0.84139, 0.08774], [-1.79494, -0.32957, 0.02424], [-2.14616, 0.71266, 0.49665], [0.62913, -0.20575, -0.37404], [0.58814, 0.90090, -0.85202], [2.29544, -0.35039, 0.67173], [-2.47465, -1.08435, -0.41046]],
  "nbo_charge": [-0.545, 0.632, -0.442, 0.413, -0.410, 1.185, 0.167]
}

***

# 13
{
  "formula": "C2HF2N",
  "method": "wB97M-V/def2-TZVPD",
  "fmax_ev_per_a": 3.8,
  "homo_energy_ev": [-12.2, -9.9],
  "e_above_lowest_kcal_mol": 114.1,
  "e_lumo_ev": [-1.3, -3.8],
  "elements": ["C", "C", "N", "F", "F", "H"],
  "coordinates": [[-2.04998, -0.56474, 0.06050], [1.12354, 0.15789, -0.06264], [-3.18003, -0.60302, -0.03895], [1.25821, 0.86205, -1.11872], [1.16752, 0.83396, 1.07213], [1.68074, -0.68615, 0.08767]],
  "nbo_charge": [0.210, 0.702, -0.489, -0.263, -0.295, 0.135]
}

***

# 14
{
  "formula": "C2HF3I2",
  "method": "wB97M-V/def2-TZVPD",
  "fmax_ev_per_a": 2.2,
  "homo_energy_ev": -9.5,
  "e_above_lowest_kcal_mol": 22.8,
  "e_lumo_ev": 0.0,
  "smiles": "FC(F)=C(F)I.I",
  "elements": ["F", "C", "F", "C", "F", "I", "I", "H"],
  "coordinates": [[-0.15131, -2.10300, -0.73229], [0.73339, -1.11581, -0.58949], [1.46578, -0.95959, -1.64964], [0.62918, -0.22229, 0.37854], [-0.21949, -0.37121, 1.35287], [2.00963, 1.39768, 0.52041], [-2.73773, 1.66349, -0.24480], [-1.72945, 1.71072, 0.96440]],
  "nbo_charge": [-0.295, 0.630, -0.280, 0.099, -0.301, 0.147, -0.095, 0.094]
}

***

# 15
{
  "formula": "C2HF3O2",
  "method": "wB97M-V/def2-TZVPD",
  "fmax_ev_per_a": 7.2,
  "homo_energy_ev": -10.7,
  "e_above_lowest_kcal_mol": 62.9,
  "e_lumo_ev": 0.1,
  "elements": ["C", "C", "O", "O", "F", "F", "F", "H"],
  "coordinates": [[-1.49924, -0.40344, -0.08466], [0.53476, 0.21764, 0.29044], [-2.45847, 0.05566, 0.28367], [1.10629, 0.80806, -0.78603], [-1.42548, -1.49857, -0.90645], [0.43545, 1.10784, 1.22684], [1.19702, -0.92594, 0.74855], [2.10966, 0.63877, -0.77236]],
  "nbo_charge": [0.802, 0.890, -0.492, -0.708, -0.345, -0.306, -0.346, 0.506]
}

***

# 16
{
  "formula": "C2HF4IO",
  "method": "wB97M-V/def2-TZVPD",
  "fmax_ev_per_a": 4.4,
  "s2": 2.0099,
  "homo_energy_ev": [-6.4, -10.8],
  "e_above_lowest_kcal_mol": 25.9,
  "e_lumo_ev": [-0.4, -2.6],
  "multiplicity": 3,
  "elements": ["C", "C", "O", "F", "F", "F", "F", "I", "H"],
  "coordinates": [[-1.00579, -0.69198, -0.14188], [0.59444, 0.90256, 0.48242], [-0.30878, -1.47990, -0.84298], [-1.51705, -1.16421, 0.97643], [-1.84511, 0.22997, -0.67598], [0.01865, 2.07477, 0.11406], [0.92913, 0.87422, 1.75753], [2.38848, 0.34841, -0.67503], [0.74603, -1.09384, -0.99457]],
  "nbo_charge": [0.880, 0.625, -0.734, -0.322, -0.336, -0.322, -0.315, 0.042, 0.482]
}

***

# 17
{
  "formula": "C2HF4IO",
  "method": "wB97M-V/def2-TZVPD",
  "fmax_ev_per_a": 5.5,
  "s2": 2.0051,
  "homo_energy_ev": [-6.1, -10.5],
  "e_above_lowest_kcal_mol": 0.0,
  "e_lumo_ev": [0.4, -3.8],
  "multiplicity": 3,
  "elements": ["C", "C", "O", "F", "F", "F", "F", "I", "H"],
  "coordinates": [[-1.07205, -0.40716, -0.38973], [-2.18703, 0.11653, -1.34898], [-0.18463, 0.52486, -0.46229], [-1.61341, -0.52607, 0.87931], [-0.57475, -1.72498, -0.50546], [-1.65027, 0.35792, -2.51185], [-3.25389, -0.69355, -1.50199], [-2.83787, 1.86922, -0.25234], [0.57288, 0.43666, 0.18598]],
  "nbo_charge": [0.796, 0.352, -0.681, -0.359, -0.353, -0.322, -0.338, 0.388, 0.517]
}

***

# 18
{
  "formula": "C2HF4P",
  "method": "wB97M-V/def2-TZVPD",
  "fmax_ev_per_a": 4.1,
  "homo_energy_ev": -10.2,
  "e_above_lowest_kcal_mol": 75.4,
  "e_lumo_ev": -0.9,
  "elements": ["C", "C", "F", "F", "F", "F", "P", "H"],
  "coordinates": [[1.18893, -0.40603, 0.91267], [-0.99314, 0.30473, -0.84373], [2.11176, -0.90606, 1.83315], [-2.18007, -0.21002, -0.69150], [-0.94912, 0.90665, -2.08659], [-0.78324, 1.23433, 0.07131], [1.04692, -1.19242, -0.52687], [0.55797, 0.26882, 1.33156]],
  "nbo_charge": [-0.187, 0.891, -0.350, -0.316, -0.354, -0.341, 0.463, 0.192]
}

***

# 19
{
  "formula": "C2HFINO2",
  "method": "wB97M-V/def2-TZVPD",
  "fmax_ev_per_a": 6.2,
  "homo_energy_ev": -10.2,
  "e_above_lowest_kcal_mol": 32.1,
  "e_lumo_ev": -0.7,
  "elements": ["C", "C", "N", "O", "O", "F", "I", "H"],
  "coordinates": [[0.47833, -0.71655, 0.31668], [0.02891, -1.89982, 0.69998], [1.80129, -0.22123, 0.32372], [2.69528, -1.00993, 0.55122], [1.94518, 0.96030, 0.11431], [-1.26075, -2.18063, 0.68724], [1.19801, -3.49290, 1.38986], [-0.41595, 0.38122, -0.21693]],
  "nbo_charge": [-0.206, 0.260, 0.486, -0.381, -0.357, -0.297, 0.234, 0.262]
}

***

# 20
{
  "formula": "C2HFN2OS",
  "method": "wB97M-V/def2-TZVPD",
  "fmax_ev_per_a": 4.8,
  "homo_energy_ev": -10.2,
  "e_above_lowest_kcal_mol": 32.3,
  "e_lumo_ev": 0.0,
  "smiles": "Fc1nnc(S)o1",
  "elements": ["F", "C", "N", "N", "C", "S", "O", "H"],
  "coordinates": [[-1.59517, 2.29065, 0.20267], [-0.91261, 1.22297, -0.17198], [-0.53017, 0.82420, -1.26949], [0.38566, -0.25954, -1.07424], [0.42483, -0.39380, 0.17701], [1.36700, -1.57480, 1.28215], [-0.51105, 0.43868, 0.81312], [1.37151, -2.54837, 0.04076]],
  "nbo_charge": [-0.263, 0.811, -0.355, -0.301, 0.362, -0.007, -0.456, 0.208]
}